DFT (ωB97M-V/def2-TZVPD) results for a 30-piece molecular cluster, C46H152O47 overall.

Largest force on an atom, Eh/bohr: 0.0611
HOMO-LUMO gap, eV: 9.299
Highest occupied orbital energy, eV: -9.29

Each line ends with the Löwdin charge.
CARTESIAN COORDINATES (ANGSTROEM)
1 O 25.59 -28.98 10.03  -0.0201
2 H 25.17 -28.41 9.39  0.0161
3 H 26.53 -28.79 9.94  0.0712
4 O 20.06 -33.05 11.36  -0.0288
5 H 20.43 -33.52 10.61  0.0593
6 H 20.00 -32.14 11.06  0.0032
7 O 17.79 -28.09 14.61  -0.0274
8 H 17.40 -27.28 14.28  0.0243
9 H 17.51 -28.13 15.53  0.0761
10 O 23.43 -22.98 8.98  -0.0429
11 H 24.32 -23.10 9.31  -0.0215
12 H 22.93 -22.70 9.75  -0.0074
13 O 19.69 -25.84 17.15  -0.0498
14 H 19.41 -25.31 16.41  -0.0146
15 H 20.41 -25.35 17.54  0.0360
16 O 17.40 -32.89 12.15  -0.0708
17 H 17.50 -32.28 12.87  -0.0298
18 H 18.29 -33.17 11.94  -0.0207
19 O 20.38 -26.90 7.77  -0.0305
20 H 20.88 -27.01 8.57  0.0002
21 H 19.58 -27.40 7.91  0.0046
22 O 17.61 -30.81 14.01  -0.0335
23 H 17.86 -29.89 14.01  0.0025
24 H 17.49 -31.03 14.94  0.0605
25 O 22.02 -29.30 12.25  -0.0146
26 H 22.87 -29.70 12.44  0.0234
27 H 21.60 -29.18 13.10  0.0093
28 C 18.03 -23.03 12.75  -0.1906
29 C 18.88 -23.22 13.95  -0.2040
30 O 18.71 -24.40 14.77  -0.0800
31 O 16.63 -22.82 13.10  -0.0674
32 H 18.06 -23.77 11.96  0.1085
33 H 18.44 -22.18 12.19  0.1025
34 H 18.94 -22.35 14.59  0.1335
35 H 19.90 -23.25 13.56  0.0823
36 H 17.79 -24.69 14.70  0.0283
37 H 16.14 -22.47 12.35  0.0950
38 C 20.49 -26.04 3.91  -0.1852
39 C 19.83 -24.98 4.76  -0.2369
40 O 20.43 -24.58 5.99  -0.0746
41 O 20.68 -27.27 4.61  -0.0846
42 H 21.47 -25.74 3.52  0.1125
43 H 19.94 -26.25 3.00  0.1265
44 H 18.75 -25.11 4.84  0.1013
45 H 19.85 -24.03 4.23  0.1159
46 H 20.35 -25.30 6.62  0.0322
47 H 21.50 -27.15 5.10  0.0464
48 C 21.53 -30.10 6.35  -0.1896
49 C 21.03 -30.69 5.00  -0.2486
50 O 21.18 -29.78 3.97  -0.0540
51 O 22.97 -29.99 6.33  -0.0742
52 H 21.21 -30.75 7.16  0.1067
53 H 20.92 -29.23 6.61  0.1009
54 H 20.00 -31.02 5.12  0.1046
55 H 21.63 -31.57 4.78  0.1142
56 H 20.90 -28.90 4.23  0.0204
57 H 23.35 -30.80 6.68  0.0446
58 C 14.42 -31.08 13.75  -0.2477
59 C 14.14 -29.56 13.93  -0.1998
60 O 13.59 -29.04 12.73  -0.0759
61 O 13.28 -31.79 13.33  -0.0421
62 H 15.00 -31.54 14.54  0.1144
63 H 15.14 -31.30 12.96  0.1112
64 H 15.07 -29.02 14.11  0.1000
65 H 13.52 -29.36 14.80  0.1192
66 H 13.08 -29.82 12.47  0.0881
67 H 12.73 -32.01 14.09  0.0987
68 C 19.39 -21.99 8.99  -0.2149
69 C 19.57 -21.62 7.51  -0.2371
70 O 19.60 -20.25 7.28  -0.0420
71 O 18.07 -21.78 9.44  -0.0755
72 H 20.05 -21.48 9.70  0.0972
73 H 19.63 -23.04 9.12  0.0951
74 H 18.82 -22.06 6.86  0.1149
75 H 20.53 -22.07 7.25  0.1115
76 H 20.07 -20.17 6.44  0.0965
77 H 17.43 -22.38 9.03  0.0234
78 C 24.14 -32.87 8.09  -0.2170
79 C 24.19 -34.40 8.35  -0.2199
80 O 25.46 -34.90 8.00  -0.0628
81 O 23.97 -32.51 6.72  -0.0647
82 H 25.00 -32.37 8.53  0.1118
83 H 23.30 -32.52 8.70  0.1140
84 H 23.38 -34.91 7.82  0.1205
85 H 24.03 -34.55 9.42  0.1145
86 H 25.66 -34.91 7.06  0.0830
87 H 24.84 -32.47 6.32  0.1029
88 C 22.43 -29.12 16.10  -0.2083
89 C 21.22 -28.31 15.72  -0.2240
90 O 20.58 -28.85 14.58  -0.0875
91 O 21.96 -30.18 16.94  -0.0705
92 H 23.07 -28.48 16.71  0.1202
93 H 23.01 -29.55 15.29  0.1129
94 H 21.51 -27.30 15.42  0.1000
95 H 20.54 -28.16 16.56  0.1168
96 H 19.67 -28.53 14.63  0.0379
97 H 21.52 -30.82 16.37  0.0325
98 C 23.74 -20.05 11.50  -0.2426
99 C 22.39 -20.36 10.81  -0.1661
100 O 21.95 -21.72 11.09  -0.1148
101 O 24.02 -18.67 11.44  -0.0333
102 H 24.50 -20.68 11.03  0.1028
103 H 23.69 -20.42 12.53  0.0932
104 H 22.44 -20.17 9.74  0.1287
105 H 21.59 -19.71 11.15  0.0955
106 H 21.85 -21.83 12.04  0.0401
107 H 24.97 -18.64 11.54  0.0856
108 C 15.62 -25.75 15.23  -0.2146
109 C 14.80 -24.48 15.39  -0.2134
110 O 15.56 -23.33 15.78  -0.0676
111 O 16.39 -25.65 14.05  -0.1108
112 H 14.95 -26.62 15.19  0.1159
113 H 16.26 -25.73 16.12  0.1323
114 H 13.97 -24.50 16.10  0.1240
115 H 14.39 -24.17 14.43  0.1169
116 H 16.08 -23.04 15.02  0.0358
117 H 15.71 -25.70 13.37  0.0609
118 C 25.69 -27.61 13.52  -0.2087
119 C 25.11 -26.72 12.43  -0.1969
120 O 26.03 -26.04 11.58  -0.0718
121 O 25.87 -26.85 14.70  -0.0762
122 H 26.69 -27.94 13.26  0.1263
123 H 25.05 -28.43 13.84  0.1055
124 H 24.46 -25.94 12.83  0.1005
125 H 24.46 -27.32 11.79  0.1015
126 H 25.57 -25.68 10.82  0.0759
127 H 25.76 -27.42 15.46  0.0763
128 C 24.09 -23.27 3.62  -0.2368
129 C 23.39 -23.80 4.82  -0.2731
130 O 23.95 -23.33 6.02  -0.0510
131 O 23.50 -23.65 2.36  -0.0644
132 H 25.12 -23.63 3.66  0.1191
133 H 24.12 -22.18 3.71  0.1185
134 H 23.33 -24.89 4.75  0.1012
135 H 22.35 -23.49 4.74  0.1092
136 H 23.31 -23.12 6.71  0.0524
137 H 24.11 -23.62 1.62  0.0796
138 C 24.88 -32.87 12.59  -0.1957
139 C 25.30 -31.67 11.68  -0.2283
140 O 24.70 -30.48 12.07  -0.0993
141 O 23.59 -33.38 12.34  -0.0707
142 H 24.86 -32.36 13.55  0.1121
143 H 25.64 -33.64 12.74  0.1295
144 H 24.95 -31.72 10.64  0.0973
145 H 26.38 -31.56 11.67  0.1228
146 H 25.08 -29.88 11.41  0.0185
147 H 22.92 -32.70 12.28  0.0816
148 C 22.19 -33.55 15.90  -0.2058
149 C 21.02 -32.89 15.21  -0.2503
150 O 21.42 -31.73 14.56  -0.0757
151 O 22.97 -34.29 14.95  -0.0699
152 H 21.98 -34.06 16.84  0.1239
153 H 22.89 -32.80 16.26  0.1113
154 H 20.22 -32.63 15.91  0.1178
155 H 20.60 -33.61 14.51  0.1267
156 H 20.70 -31.31 14.09  0.0795
157 H 23.18 -33.71 14.21  0.0214
158 C 24.43 -26.84 6.46  -0.2318
159 C 24.24 -26.19 7.73  -0.2349
160 O 24.01 -27.14 8.76  -0.0590
161 O 23.19 -27.40 6.02  -0.0726
162 H 24.97 -27.79 6.51  0.1297
163 H 24.98 -26.28 5.71  0.1247
164 H 23.53 -25.37 7.64  0.1169
165 H 25.14 -25.66 8.01  0.1215
166 H 23.07 -27.29 8.70  0.0676
167 H 23.21 -28.33 6.25  0.0217
168 C 18.93 -19.05 11.11  -0.2419
169 C 17.57 -18.23 11.33  -0.1931
170 O 17.06 -18.38 12.67  -0.0900
171 O 19.43 -18.82 9.84  -0.0638
172 H 18.85 -20.12 11.34  0.0925
173 H 19.74 -18.62 11.70  0.1101
174 H 16.72 -18.47 10.68  0.1055
175 H 17.76 -17.21 11.00  0.1053
176 H 16.35 -17.76 12.86  0.0735
177 H 19.19 -19.55 9.26  0.0400
178 C 18.40 -30.40 10.05  -0.1828
179 C 18.07 -30.09 8.56  -0.1995
180 O 18.24 -28.72 8.29  -0.0881
181 O 19.81 -30.36 10.26  -0.0860
182 H 18.13 -31.42 10.34  0.0990
183 H 17.98 -29.71 10.78  0.1143
184 H 17.02 -30.28 8.38  0.1153
185 H 18.47 -30.78 7.81  0.1176
186 H 17.73 -28.49 7.51  0.0980
187 H 20.07 -29.46 10.04  0.0526
188 C 28.06 -23.32 10.83  -0.2557
189 C 26.67 -22.68 10.71  -0.2314
190 O 25.88 -23.45 9.87  -0.0734
191 O 27.96 -24.12 11.94  -0.0515
192 H 28.83 -22.56 10.96  0.1159
193 H 28.44 -23.83 9.95  0.1202
194 H 26.72 -21.63 10.42  0.1141
195 H 26.15 -22.58 11.66  0.1086
196 H 26.16 -23.27 8.97  0.1139
197 H 27.25 -24.75 11.81  0.0336
198 C 15.70 -27.25 10.43  -0.0101
199 C 14.49 -26.26 10.95  -0.3969
200 C 13.14 -26.44 10.22  -0.0384
201 O 14.20 -26.40 12.34  -0.0776
202 H 15.54 -28.27 10.80  0.0629
203 H 16.69 -26.92 10.76  0.0436
204 H 15.77 -27.36 9.35  0.0539
205 H 14.88 -25.25 10.83  0.1169
206 H 12.56 -25.55 10.48  0.0813
207 H 12.65 -27.34 10.61  0.0740
208 H 13.26 -26.54 9.14  0.0705
209 H 13.90 -27.30 12.50  0.0364
210 C 22.12 -24.38 14.70  -0.0241
211 C 22.88 -23.07 14.51  -0.4361
212 C 24.05 -23.15 13.50  -0.0374
213 O 22.05 -22.13 13.90  -0.0827
214 H 21.60 -24.60 13.77  0.0729
215 H 21.30 -24.33 15.42  0.0601
216 H 22.72 -25.22 15.04  0.0786
217 H 23.20 -22.55 15.41  0.1438
218 H 24.75 -23.91 13.85  0.0787
219 H 24.53 -22.19 13.31  0.0659
220 H 23.74 -23.58 12.56  0.0807
221 H 21.93 -21.42 14.53  0.1155
222 C 21.01 -25.28 10.50  -0.0267
223 C 20.85 -26.63 11.18  -0.4491
224 C 19.44 -27.05 11.51  -0.0248
225 O 21.42 -27.62 10.32  -0.0863
226 H 20.36 -25.19 9.63  0.0589
227 H 22.00 -25.07 10.10  0.0812
228 H 20.66 -24.47 11.14  0.0735
229 H 21.39 -26.57 12.12  0.1283
230 H 19.35 -27.83 12.27  0.0765
231 H 18.92 -27.30 10.58  0.0667
232 H 18.92 -26.17 11.88  0.0736
233 H 21.71 -28.33 10.89  0.0292
234 C 15.73 -24.66 6.43  -0.0440
235 C 15.99 -24.33 7.89  -0.4524
236 C 17.39 -24.75 8.22  -0.0468
237 O 15.86 -22.92 8.14  -0.0455
238 H 16.43 -24.30 5.68  0.0796
239 H 14.84 -24.17 6.02  0.0796
240 H 15.59 -25.74 6.41  0.0858
241 H 15.29 -24.89 8.50  0.1110
242 H 17.50 -25.79 7.90  0.0767
243 H 17.76 -24.68 9.25  0.0821
244 H 18.00 -24.13 7.57  0.0743
245 H 15.29 -22.49 7.50  0.0988